Entry 1:
Below is C13H55BrNO16PS as an isolated structure at a distorted geometry, with properties calculated with ωB97M-V/def2-TZVPD.

Calculated values
E	-138780.67368	eV
Kohn-Sham gap	8.4	eV
M	624.5	g mol⁻¹
E_LUMO	-0.0411	Eh
HOMO energy	-0.3506	hartree

Each line ends with the Löwdin charge.
Geometry (Å):
N  1.87  0.40  -3.86  -0.264
P  3.28  1.12  -3.75  0.686
O  4.60  0.05  -3.81  -0.556
S  5.11  -0.52  -2.33  0.773
O  6.12  0.46  -1.87  -0.418
O  3.86  -0.38  -1.23  -0.893
Br  3.37  -2.14  -0.86  0.818
H  1.40  0.73  -4.70  -0.034
H  3.32  1.82  -2.51  0.031
H  3.46  2.03  -4.81  0.031
C  -0.74  0.69  -1.40  -0.134
O  -1.11  1.28  -2.64  -0.146
H  -1.64  0.54  -0.81  0.051
H  -0.26  -0.27  -1.57  0.076
H  -0.07  1.35  -0.85  0.081
H  -0.30  1.40  -3.15  0.037
C  3.39  -3.46  3.24  -0.148
O  2.88  -3.34  1.92  -0.204
H  4.47  -3.51  3.18  0.078
H  3.10  -2.60  3.85  0.077
H  3.02  -4.38  3.71  0.077
H  1.92  -3.30  1.98  0.064
C  7.77  1.30  -5.72  -0.134
O  6.48  1.68  -5.23  -0.158
H  7.81  1.50  -6.79  0.081
H  8.55  1.89  -5.22  0.061
H  7.95  0.24  -5.54  0.079
H  6.47  1.50  -4.29  0.025
C  10.81  4.03  -3.90  -0.163
O  10.35  3.76  -5.22  -0.132
H  11.47  3.22  -3.59  0.076
H  11.36  4.97  -3.88  0.077
H  9.96  4.08  -3.22  0.061
H  9.77  4.48  -5.47  0.065
C  -4.19  1.19  0.43  -0.121
O  -3.35  0.26  1.12  -0.140
H  -3.56  1.86  -0.15  0.077
H  -4.86  0.65  -0.25  0.080
H  -4.78  1.76  1.14  0.055
H  -3.93  -0.32  1.63  0.074
C  -4.34  1.57  -4.26  -0.169
O  -3.09  2.14  -4.62  -0.135
H  -4.86  1.30  -5.18  0.074
H  -4.18  0.66  -3.66  0.071
H  -4.95  2.28  -3.70  0.072
H  -2.64  2.37  -3.80  0.039
C  7.90  6.86  -2.72  -0.149
O  7.97  5.76  -3.62  -0.132
H  8.66  7.58  -3.00  0.078
H  6.92  7.34  -2.77  0.076
H  8.09  6.52  -1.69  0.077
H  7.29  5.13  -3.36  0.073
C  -2.06  -2.92  2.28  -0.145
O  -1.68  -2.30  1.05  -0.125
H  -1.32  -3.68  2.53  0.079
H  -2.08  -2.18  3.08  0.074
H  -3.03  -3.39  2.19  0.060
H  -2.35  -1.63  0.86  0.024
C  -6.06  2.73  3.93  -0.139
O  -6.42  2.36  2.60  -0.137
H  -5.40  1.97  4.33  0.058
H  -5.54  3.69  3.93  0.080
H  -6.95  2.79  4.56  0.078
H  -7.00  3.05  2.26  0.074
C  -5.95  -0.31  6.33  -0.154
O  -4.69  0.25  5.99  -0.142
H  -6.46  -0.58  5.41  0.081
H  -5.82  -1.22  6.93  0.073
H  -6.56  0.41  6.88  0.077
H  -4.24  0.48  6.80  0.074
C  -2.38  -2.65  6.00  -0.147
O  -2.21  -3.79  5.16  -0.134
H  -1.63  -1.92  5.72  0.080
H  -3.37  -2.21  5.86  0.064
H  -2.24  -2.92  7.05  0.078
H  -2.88  -4.43  5.41  0.070
C  -5.49  -3.30  -0.67  -0.114
O  -4.73  -3.46  0.53  -0.148
H  -6.40  -3.90  -0.58  0.085
H  -5.77  -2.26  -0.80  0.075
H  -4.92  -3.64  -1.53  0.087
H  -3.94  -2.93  0.44  0.044
C  -4.59  -6.51  2.63  -0.161
O  -5.60  -5.88  1.85  -0.131
H  -5.06  -7.28  3.24  0.074
H  -3.84  -6.98  1.98  0.078
H  -4.10  -5.78  3.28  0.062
H  -5.17  -5.20  1.32  0.025

=====

Entry 2:
Below is C13H5F11N3PSeSr as an isolated structure at a distorted geometry, with properties calculated with ωB97M-V/def2-TZVPD.

Calculated values
<S²>	0.77
E	-123404.51737	eV
Kohn-Sham gap (alpha / beta)	7.7 / 4.9	eV
charge	-1
M	609.7	g mol⁻¹
E_LUMO (alpha / beta)	0.0884 / -0.0124	Eh
energy relative to the best compared isomer or geometry (same formula, charge and spin)	37.7	kJ/mol
HOMO energy (alpha / beta)	-0.1948 / -0.1941	hartree
multiplicity	2

Each line ends with the Löwdin charge.
Geometry (Å):
Sr  0.06  -1.01  0.25  1.358
C  0.36  0.21  3.55  -0.167
C  -0.51  -0.83  3.37  -0.130
C  0.28  -2.05  3.06  -0.145
C  1.60  -1.71  3.06  -0.128
C  1.68  -0.30  3.36  -0.022
H  0.10  1.23  3.75  0.091
H  -1.59  -0.79  3.44  0.108
H  -0.14  -3.04  2.91  0.105
H  2.44  -2.36  2.87  0.107
H  2.59  0.27  3.42  0.112
F  -1.74  4.10  -4.57  0.109
C  -1.64  3.55  -3.36  -0.146
C  -1.13  2.27  -3.20  -0.148
F  -0.74  1.58  -4.28  0.118
C  -1.04  1.73  -1.94  -0.240
F  -0.54  0.47  -1.87  -0.022
C  -1.44  2.39  -0.79  -0.552
Se  -1.26  1.60  0.93  0.581
C  -1.95  3.67  -0.98  -0.263
F  -2.37  4.40  0.06  0.067
C  -2.05  4.24  -2.23  -0.148
F  -2.55  5.48  -2.37  0.108
N  2.27  -0.49  -0.40  -0.071
C  3.36  -0.49  -0.83  -0.388
N  4.51  -0.61  -1.34  0.054
C  5.50  0.25  -1.25  -0.428
N  6.43  0.95  -1.24  0.062
F  -2.10  -2.90  0.86  -0.168
P  -1.54  -3.59  -0.50  0.169
F  -0.85  -4.11  -1.83  -0.106
F  -3.00  -3.76  -1.08  -0.096
F  0.01  -3.30  0.13  -0.344
F  -1.47  -2.03  -1.13  -0.329
F  -1.53  -5.02  0.17  -0.106

=====

Entry 3:
Below is C13H6Cl2F5MoOS2 as an isolated structure at a distorted geometry, with properties calculated with ωB97M-V/def2-TZVPD.

Calculated values
E	-77776.28593	eV
Kohn-Sham gap (alpha / beta)	6.7 / 6.7	eV
charge	+1
M	504.2	g mol⁻¹
E_LUMO (alpha / beta)	-0.2041 / -0.2027	Eh
energy relative to the best compared isomer or geometry (same formula, charge and spin)	54.4	kJ/mol
HOMO energy (alpha / beta)	-0.4500 / -0.4495	hartree

Each line ends with the Löwdin charge.
Geometry (Å):
Mo  1.30  -0.03  1.41  0.799
S  0.15  1.57  2.37  0.681
C  -1.56  1.13  2.23  -0.629
C  -2.57  2.06  2.47  -0.084
C  -3.89  1.67  2.32  -0.047
C  -4.20  0.37  1.92  -0.049
C  -3.19  -0.55  1.67  -0.087
C  -1.87  -0.16  1.83  -0.633
S  -0.53  -1.28  1.52  0.664
H  -2.31  3.07  2.78  0.116
H  -4.68  2.37  2.51  0.118
H  -5.23  0.08  1.81  0.117
H  -3.43  -1.56  1.35  0.114
F  0.87  0.54  -5.72  0.162
C  1.08  0.49  -4.42  -0.126
C  1.92  -0.49  -3.89  -0.130
F  2.50  -1.37  -4.69  0.153
C  2.14  -0.54  -2.52  -0.139
F  2.93  -1.48  -2.01  0.123
C  1.53  0.38  -1.68  -0.208
O  1.77  0.33  -0.36  -0.288
C  0.70  1.35  -2.21  -0.139
F  0.11  2.22  -1.40  0.132
C  0.47  1.41  -3.58  -0.129
F  -0.33  2.33  -4.08  0.155
Cl  3.92  -4.11  2.86  0.655
C  3.29  -2.84  1.89  -0.887
Cl  2.67  -1.46  3.01  0.509
H  2.40  -3.14  1.33  0.034
H  4.05  -2.37  1.28  0.044

=====

Entry 4:
Below is C13H6Cl5NO4Pt as an isolated structure at a distorted geometry, with properties calculated with ωB97M-V/def2-TZVPD.

Calculated values
E	-89116.34072	eV
Kohn-Sham gap	5.5	eV
charge	-2
M	612.5	g mol⁻¹
E_LUMO	0.1723	Eh
energy relative to the best compared isomer or geometry (same formula, charge and spin)	94.3	kJ/mol
HOMO energy	-0.0304	hartree

Each line ends with the Löwdin charge.
Geometry (Å):
Pt  -0.18  1.71  -1.19  1.069
Cl  -3.63  -3.83  1.19  0.552
C  -3.23  -2.46  0.18  -0.728
C  -4.04  -2.12  -0.89  -0.732
Cl  -5.47  -3.06  -1.25  0.558
C  -3.70  -1.02  -1.69  -0.618
Cl  -4.68  -0.57  -3.07  0.593
C  -2.56  -0.22  -1.45  -0.461
O  -2.17  0.75  -2.17  -0.178
C  -1.74  -0.57  -0.30  -0.393
O  -0.73  0.20  0.03  -0.274
C  -2.08  -1.68  0.45  -0.607
Cl  -1.04  -2.09  1.80  0.633
O  0.18  3.59  -2.07  -0.353
N  0.61  4.49  -1.21  -0.263
O  0.74  4.10  -0.07  -0.172
Cl  1.86  -1.78  -1.18  0.652
C  2.23  -0.75  0.21  -0.605
C  2.57  -1.39  1.39  -0.152
C  2.85  -0.64  2.52  -0.127
C  2.78  0.74  2.44  -0.104
C  2.43  1.35  1.25  -0.051
C  2.15  0.62  0.10  -0.319
C  1.72  1.36  -1.16  -0.340
H  2.58  -2.48  1.42  0.089
H  3.10  -1.14  3.45  0.084
H  2.98  1.35  3.32  0.087
H  2.32  2.43  1.19  0.100
H  1.89  0.77  -2.07  0.023
H  2.26  2.31  -1.19  0.037

=====

Entry 5:
Below is a 2-piece molecular cluster, C13H6Cl5O4S overall at a distorted geometry, with properties calculated with ωB97M-V/def2-TZVPD.

Calculated values
E	-95213.76509	eV
Kohn-Sham gap	3.9	eV
charge	-1
M	435.5	g mol⁻¹
E_LUMO	0.0166	Eh
energy relative to the best compared isomer or geometry (same formula, charge and spin)	126.3	kJ/mol
HOMO energy	-0.1281	hartree

Each line ends with the Löwdin charge.
Geometry (Å):
Cl  -0.54  -1.24  3.53  0.694
C  -1.95  -0.72  2.67  -0.713
C  -2.53  0.50  2.99  -0.657
Cl  -2.11  1.40  4.37  0.723
C  -3.48  1.10  2.05  -0.313
O  -3.63  2.31  1.86  0.123
C  -4.47  0.03  1.54  -0.319
O  -5.68  0.21  1.48  0.106
C  -3.87  -1.29  1.25  -0.629
Cl  -4.82  -2.34  0.31  0.739
C  -2.70  -1.66  1.87  -0.674
Cl  -2.25  -3.33  1.90  0.707
Cl  0.29  1.33  1.31  0.546
C  -0.24  0.11  0.30  -0.853
S  0.15  0.18  -1.41  0.542
C  1.94  0.27  -1.75  -0.261
C  2.64  1.43  -1.44  -0.084
C  4.01  1.51  -1.69  -0.096
C  4.68  0.42  -2.27  -0.115
C  3.97  -0.73  -2.62  -0.103
C  2.60  -0.81  -2.36  -0.070
O  -0.24  -1.12  -1.94  -0.390
O  -0.35  1.40  -2.01  -0.363
H  -0.34  -0.89  0.70  -0.024
H  2.12  2.28  -1.00  0.099
H  4.57  2.41  -1.42  0.096
H  5.75  0.48  -2.47  0.091
H  4.47  -1.57  -3.09  0.095
H  2.03  -1.70  -2.63  0.102

=====

Entry 6:
Below is C13H6F2N2PtSSe as an isolated structure, with properties calculated with ωB97M-V/def2-TZVPD.

Calculated values
<S²>	3.78
E	-101420.42082	eV
Kohn-Sham gap (alpha / beta)	4.9 / 6.8	eV
charge	-1
M	534.3	g mol⁻¹
E_LUMO (alpha / beta)	0.1012 / 0.0610	Eh
energy relative to the best compared isomer or geometry (same formula, charge and spin)	64.3	kJ/mol
HOMO energy (alpha / beta)	-0.0800 / -0.1874	hartree
multiplicity	4

Each line ends with the Löwdin charge.
Geometry (Å):
Pt  -1.21  0.24  -1.40  1.177
F  3.86  -0.09  -3.19  0.031
C  3.00  -0.08  -2.14  -0.290
C  1.66  0.08  -2.36  -0.075
C  0.79  0.04  -1.26  -0.308
C  1.28  -0.11  0.05  -0.152
C  2.66  -0.25  0.19  -0.222
F  3.21  -0.38  1.43  0.040
C  3.54  -0.24  -0.86  0.041
C  0.28  -0.17  1.10  -0.228
C  0.49  -0.38  2.48  -0.031
C  -0.57  -0.46  3.34  -0.103
C  -1.89  -0.34  2.84  -0.098
C  -2.05  -0.13  1.50  -0.148
N  -1.01  -0.03  0.65  -0.110
H  1.30  0.24  -3.36  0.098
H  4.60  -0.35  -0.70  0.122
H  1.50  -0.48  2.84  0.098
H  -0.40  -0.62  4.40  0.090
H  -2.75  -0.40  3.49  0.092
H  -3.03  -0.02  1.06  0.096
Se  -6.12  -0.69  -1.69  0.396
C  -4.37  -0.35  -1.68  -0.973
N  -3.23  -0.13  -1.68  -0.172
S  -0.58  2.98  -3.14  0.523
C  -0.93  2.11  -1.89  -0.895

=====

Which value of M does entry 2 give?
609.7 g mol⁻¹